DFT (wB97M-V/def2-TZVPD) results for a single C6H7N3 molecule.

The geometry in XYZ format:
```
16
Properties=species:S:1:pos:R:3:forces:R:3:nbo_charge:R:1
C -0.235348 -2.330222 -1.403504 -1.166 -0.337 -0.801 -0.38
C -0.015770 -1.046175 -1.576744 2.184 0.964 1.905 -0.19
C 0.665583 -0.247634 -0.466318 -1.896 -0.952 -0.926 -0.07
C 1.819758 -0.695333 0.001850 0.123 0.442 0.254 -0.35
C -0.112665 0.808527 0.223755 0.572 -2.644 -1.010 0.25
N -1.476433 0.975150 0.111675 0.847 1.329 1.097 -0.44
C -1.680039 1.842783 1.106375 3.508 -1.380 -0.774 0.17
N -0.494457 2.075883 1.738666 -1.116 1.310 1.143 -0.34
N 0.504045 1.414702 1.198218 -0.206 0.460 -0.195 -0.26
H -0.608358 -2.883306 -2.280463 0.222 -0.146 0.759 0.20
H -0.225349 -2.746987 -0.401292 0.158 -0.267 -0.287 0.21
H 0.027691 -0.570280 -2.505050 -0.635 0.508 -1.586 0.20
H 2.394510 -1.400228 -0.567827 0.065 -0.404 0.100 0.20
H 2.181563 -0.311705 0.940730 0.449 0.156 -0.021 0.21
H -2.473681 2.412607 1.376036 -2.652 1.076 0.541 0.20
H -0.271050 2.702219 2.503892 -0.457 -0.116 -0.199 0.41
```
Forces are in eV/Å.

Results
Structure (SMILES): C=CC(=C)c1nc[nH]n1
Total charge: 0
HOMO-LUMO gap in eV: 9.80
Electronic energy in Ha: -397.0288
Energy above the lowest of the compared OMol25 structures with the same formula, charge and spin in kcal per mole: 39.81
Largest force on an atom in Eh/bohr: 0.0748
E_LUMO in eV: 0.87